Run a
The following is a DFT calculation (the ωB97M-V functional and the def2-TZVPD basis) of the molecule C2H4N2S.

```
9
Properties=species:S:1:pos:R:3:lowdin_charge:R:1
C -1.5619 -0.5495 0.2627 -0.44
C 0.8444 -0.1159 0.6889 -0.16
N -2.5944 -0.7321 0.7729 0.16
N -0.2922 -0.4677 -0.1384 -0.27
S -0.4845 1.0266 -1.7053 0.61
H 0.9732 -0.8621 1.4285 0.06
H 1.7383 -0.0084 -0.0210 0.10
H 0.7533 0.8466 1.2846 0.10
H 0.6238 0.8625 -2.5729 -0.16
```

2S+1	3
HOMO level (spin up / spin down)	-0.3010 / -0.3439	hartree
E_LUMO (spin up / spin down)	0.517 / -3.267	eV
⟨S²⟩	2.02
frontier orbital gap (spin up / spin down)	8.7079 / 6.0893	eV

Run b
The following is a DFT calculation (the ωB97M-V functional and the def2-TZVPD basis) of a cluster of 2 separate species, C2H4N2S in total.

```
9
Properties=species:S:1:pos:R:3:lowdin_charge:R:1
C 0.7363 -1.7112 2.5815 -0.10
C -0.2992 0.1137 -0.1269 -0.35
N 0.1116 -0.9316 3.1497 0.06
N 1.5529 -1.9318 -0.5610 -0.48
S 1.0591 -0.7152 -1.1176 0.70
H 0.2242 0.9787 0.5132 0.08
H -0.8416 -0.5522 0.5928 0.02
H -1.1171 0.4840 -0.7856 0.03
H 1.0309 -2.5185 1.9297 0.04
```

2S+1	3
HOMO level (spin up / spin down)	-0.2846 / -0.4434	hartree
E_LUMO (spin up / spin down)	0.944 / -1.806	eV
⟨S²⟩	2.01
frontier orbital gap (spin up / spin down)	8.6878 / 10.2583	eV

If you had to bet on the most stable structure above, which would it be? Bet on run a.